1.
C18H40Br2ClN2O4P2SSi | the ωB97M-V functional and the def2-TZVPD basis

Charge: +1
Gap between HOMO and LUMO (eV): 9.50
SMILES string: CCOC[N@+]1(CN)[C@@](CCO[Si](C)(C)C)(P(O)Br)[C@](Br)(CCCS)O[C@]1(Cl)P(C)CC
Lowest unoccupied orbital energy (eV): -2.212

Atoms and positions in Å:
Br  2.65155  0.90578  2.79785
Br  1.77648  1.47249  -2.49205
Cl  3.11500  -1.47152  -1.41352
S  -4.23868  0.29267  -1.65317
P  2.66624  0.85408  0.54431
P  0.94097  -3.56246  -1.91603
Si  -0.41265  4.61235  2.08006
O  0.64572  -0.94467  -2.06081
O  -0.18008  2.96834  1.95653
O  -0.87568  -1.84496  1.65057
O  2.34388  2.39347  0.17569
N  0.86115  -1.40958  0.13646
N  1.56993  -3.37233  1.51909
C  -2.53086  -2.52099  3.24807
C  0.83832  0.16825  0.05950
C  0.91239  5.55179  1.15744
C  1.35559  -1.80451  -1.27985
C  -2.28762  -1.86264  1.91150
C  -0.27855  0.75698  0.95885
C  -0.91426  0.85679  -1.87894
C  -0.30900  5.08178  3.86599
C  2.49083  -4.51674  -1.59809
C  -0.61615  2.26049  0.81979
C  -2.07242  5.08530  1.36756
C  -3.09500  0.51979  -3.05480
C  -0.54364  -1.97325  0.31430
C  1.04016  -3.17658  -3.68452
C  -1.70425  -0.06003  -2.82046
C  1.73343  -1.98985  1.28011
C  0.49371  0.35422  -1.49423
C  3.54890  -4.58822  -2.70012
H  -0.80263  1.80777  -2.39657
H  -1.21072  -1.42700  -0.35460
H  -0.49585  6.15758  3.92754
H  2.91656  3.01488  0.64813
H  3.12931  -4.95650  -3.63515
H  -2.27513  -3.58008  3.21774
H  -2.85187  4.37668  1.65974
H  0.20393  -2.53896  -3.96225
H  2.75695  -1.72226  1.02585
H  -1.03493  4.56714  4.49573
H  -2.05461  5.12585  0.27606
H  0.91672  -4.13717  -4.19081
H  -1.82750  -1.05981  -2.39972
H  -1.70801  2.33642  0.75091
H  -1.95835  -2.03308  4.03575
H  0.78420  6.61378  1.38146
H  -3.55596  0.04084  -3.91691
H  1.98109  -2.72823  -4.00130
H  -0.20787  2.68567  -0.09901
H  -2.66345  -0.83316  1.90711
H  2.94305  -4.15058  -0.67364
H  -2.81006  -2.40590  1.11687
H  -1.19789  0.22918  0.72733
H  -0.50559  -3.01248  0.00086
H  1.91912  5.27878  1.48918
H  1.45392  -3.99047  0.73421
H  -3.59205  -2.44883  3.48997
H  -1.18630  -0.13608  -3.77749
H  -2.35689  6.06830  1.74721
H  0.89972  -3.56865  2.24511
H  2.12783  -5.52602  -1.38229
H  -1.52119  1.06824  -1.00673
H  1.44215  -1.43449  2.16033
H  0.84932  5.42793  0.07433
H  0.69025  4.90321  4.27015
H  4.01011  -3.62061  -2.88690
H  -3.34960  -0.28018  -0.83546
H  -0.09163  0.53526  2.00361
H  -3.03488  1.58953  -3.26097
H  4.34329  -5.27275  -2.40246

Mulliken population analysis, charges in e, atoms 1 to 6: -0.241 -0.033 -0.035 -0.169 0.380 0.188

2.
C10H17N2O3 | the ωB97M-V functional and the def2-TZVPD basis

Relative energy (zero: lowest compared OMol25 entry of this formula, charge and spin) (kJ/mol): 208.45
Charge: +1
Gap between HOMO and LUMO (eV): 8.21
Lowest unoccupied orbital energy (eV): -4.517

Atoms and positions in Å:
O  2.54888  -1.23876  3.04495
O  -0.73273  -0.49796  -0.79687
O  0.76259  0.90496  -1.83344
N  1.20522  0.62735  2.58990
N  1.35394  -0.53991  -0.24997
C  0.71794  1.65924  2.54189
C  2.06088  -0.40559  2.15889
C  1.11503  -1.45907  0.76107
C  -2.31366  -0.10017  -2.67292
C  0.42759  0.08285  -1.05317
C  2.67093  -0.09330  -0.26608
C  -2.04884  1.54789  -0.88237
C  -2.07750  0.01956  -1.13156
C  3.07721  0.24807  1.20621
C  -3.04151  -0.68816  -0.20516
H  1.79009  -2.32312  0.89795
H  -1.73887  1.60357  0.16648
H  -1.24404  1.94250  -1.42887
H  0.21013  2.60233  2.58432
H  0.06012  -1.83008  0.80883
H  3.33651  -1.06870  -0.43102
H  -3.30236  -1.69943  -0.66453
H  3.19745  1.39730  1.36149
H  -2.29538  -1.14213  -2.99205
H  2.02173  -2.03954  3.18640
H  4.14163  -0.12555  1.27795
H  2.94449  0.76501  -0.96663
H  -3.03877  1.85240  -1.22767
H  -2.71183  -0.58914  0.80370
H  -3.37259  0.20811  -2.94168
H  -1.64640  0.65542  -3.25344
H  -4.07789  -0.27594  -0.39260

Mulliken population analysis, charges in e, atoms 1 to 6: -0.547 -0.289 -0.556 0.048 0.260 0.060

3.
C2H6N5 | the ωB97M-V functional and the def2-TZVPD basis

Relative energy (zero: lowest compared OMol25 entry of this formula, charge and spin) (kJ/mol): 441.22
Charge: +1
Gap between HOMO and LUMO (alpha / beta) (eV): 9.58 / 6.74
Lowest unoccupied orbital energy (alpha / beta) (eV): -5.319 / -6.345

Atoms and positions in Å:
N  -1.45959  0.49438  -1.15108
N  2.02636  -1.51477  -0.34182
N  -1.71275  0.47180  1.20583
N  1.35247  -0.37797  -0.43724
N  1.84102  1.55051  0.92937
C  1.70198  0.53446  0.39539
C  -1.01108  0.43104  0.06435
H  -2.40788  0.80387  -1.37508
H  -2.67068  0.75855  1.16369
H  2.48779  -1.90165  0.48920
H  -0.72912  0.23106  -1.82742
H  -1.23660  0.76214  2.03620
H  1.81809  -2.24345  -1.15140

Mulliken population analysis, charges in e, atoms 1 to 6: -0.302 -0.403 -0.339 -0.132 -0.366 0.457

4.
C13H23F5N4OP2PtSTe | the ωB97M-V functional and the def2-TZVPD basis

Relative energy (zero: lowest compared OMol25 entry of this formula, charge and spin) (kJ/mol): 0.00
Charge: +2
Gap between HOMO and LUMO (alpha / beta) (eV): 7.84 / 5.48
Multiplicity: 5
Lowest unoccupied orbital energy (alpha / beta) (eV): -6.715 / -9.405
Expectation value of S²: 6.0337

Atoms and positions in Å:
Pt  -0.45317  -0.20413  1.32832
Te  -0.02465  2.93666  0.08643
S  0.47895  -2.13460  2.16442
P  1.53978  -2.35432  -1.18750
P  -0.20961  -0.05022  -2.76187
F  1.42050  3.85342  -0.66392
F  -0.86999  3.15831  -1.63442
F  1.44686  0.03121  0.45191
F  -1.02784  4.46725  0.49461
F  0.84033  3.31236  1.78004
O  -0.65027  -0.30665  -1.30161
N  0.18590  0.39322  3.26405
N  1.19651  -0.24908  3.87950
N  -2.04759  1.08442  2.03741
N  2.41453  -2.22341  4.02562
C  0.43919  -1.56049  -3.57398
C  -3.15890  1.42278  1.37041
C  -3.53613  3.26127  2.82148
C  0.19891  -3.54654  -1.11118
C  3.06916  -2.95899  -0.45388
C  -1.53778  0.48973  -3.85520
C  1.76041  -2.02129  -2.97083
C  1.13900  1.16257  -2.82701
C  -0.52862  1.25803  3.88598
C  1.45283  -1.49248  3.45485
C  -3.93311  2.48435  1.75268
C  -1.69104  1.80280  3.14620
C  -2.42103  2.90667  3.54430
H  2.08671  -2.99190  -3.41651
H  1.76779  1.01474  -3.72846
H  0.11904  -4.01582  -0.13606
H  0.71338  2.17324  -2.90857
H  2.87045  -3.60711  0.41997
H  -0.34239  -2.33659  -3.52581
H  -3.38480  0.79299  0.51054
H  2.59416  -3.18553  3.80419
H  -0.33862  1.48845  4.93092
H  -2.10448  3.47089  4.40968
H  -4.84050  2.70620  1.19065
H  0.53956  -1.33537  -4.62053
H  3.63000  -3.52520  -1.20109
H  2.91296  -1.78020  4.79236
H  1.82419  1.07298  -1.97919
H  3.71418  -2.12660  -0.15567
H  2.56908  -1.32499  -3.18508
H  -2.18373  -0.35671  -4.12193
H  -4.10132  4.14769  3.08657
H  -2.08573  1.27455  -3.32650
H  -1.08302  0.86598  -4.77689
H  -0.72794  -3.01455  -1.33813
H  0.35790  -4.33000  -1.87126

Mulliken population analysis, charges in e, atoms 1 to 6: 1.326 1.912 -0.323 0.748 1.029 -0.374

Number 1: calculated total energy -220378.25661 eV, molar mass 665.89 g/mol. Number 2: calculated total energy -19757.61832 eV, molar mass 213.26 g/mol. Number 3: calculated total energy -9610.44304 eV, molar mass 100.10 g/mol. Number 4: calculated total energy -75386.37021 eV, molar mass 763.04 g/mol.